Record 1
{"formula": "C8H11BrN3OS", "method": "the ωB97M-V functional and the def2-TZVPD basis", "species": ["Br", "S", "O", "N", "N", "N", "C", "C", "C", "C", "C", "C", "C", "C", "H", "H", "H", "H", "H", "H", "H", "H", "H", "H", "H"], "positions_angstrom": [[-5.16337, 2.32197, -0.19639], [-3.82112, -2.02719, -0.40042], [3.43564, 1.49657, 1.25545], [-3.26162, -0.55838, 0.10447], [1.33725, 0.97038, 0.40554], [0.09270, -1.61909, -0.13319], [-1.86604, -0.39232, 0.18530], [-1.07386, 0.71247, 0.46477], [-2.21276, -2.58648, -0.34129], [2.71571, 0.63550, 0.38049], [0.21057, 0.34863, 0.36794], [0.81491, -2.62754, -0.15735], [-1.30415, -1.60666, -0.11858], [3.17312, 0.73833, -1.10552], [2.90633, -0.42569, 0.54498], [4.13296, 1.10900, -1.22441], [3.60144, 2.34219, 0.82251], [2.97803, -0.17918, -1.54782], [-5.11670, 2.06180, 1.16032], [2.47349, 1.48933, -1.56827], [1.86540, -2.54107, 0.22499], [-1.99180, -3.65721, -0.22365], [-3.84210, 0.28877, -0.09444], [-1.52385, 1.72343, 0.61431], [1.43980, 1.98246, 0.58025]], "de_lowest_kcal_mol": 98.0, "homo_energy_ev": [-11.95, -11.95], "total_charge": 1, "largest_force_ev_per_a": 4.1, "homo_lumo_gap_ev": [8.0, 8.0], "total_energy_ev": -95857.77153, "spin_multiplicity": 1, "lumo_ha": [-0.1465, -0.1466]}



Record 2
{"formula": "C6H8N2", "method": "the ωB97M-V functional and the def2-TZVPD basis", "species": ["N", "N", "C", "C", "C", "C", "C", "C", "H", "H", "H", "H", "H", "H", "H", "H"], "positions_angstrom": [[0.14084, 0.95128, 0.41862], [2.01459, 0.50402, 3.37284], [-0.79954, 0.02857, -1.48654], [0.35075, 0.92785, -1.00476], [-0.91066, -1.04398, -0.41443], [1.55193, 0.31063, 2.34935], [0.88581, -0.02771, 1.15494], [-0.62462, -0.20201, 0.82219], [-1.90961, -1.35057, -0.45193], [1.34114, 0.46544, -1.15836], [1.64301, -0.66901, 0.47618], [-1.44451, -0.11102, 1.63837], [-0.14660, -1.77175, -0.62279], [-1.68422, 0.54292, -1.18544], [0.25528, 1.90401, -1.42747], [-0.66357, -0.45870, -2.48076]], "de_lowest_kcal_mol": 56.1, "homo_energy_ev": -9.69, "total_charge": 0, "largest_force_ev_per_a": 3.8, "homo_lumo_gap_ev": 10.5, "total_energy_ev": -9329.27294, "spin_multiplicity": 1, "lumo_ha": 0.0313}



Record 3
{"formula": "C11H11N", "method": "the ωB97M-V functional and the def2-TZVPD basis", "species": ["N", "C", "C", "C", "C", "C", "C", "C", "C", "C", "C", "C", "H", "H", "H", "H", "H", "H", "H", "H", "H", "H", "H"], "positions_angstrom": [[3.32453, -0.31257, -0.41350], [-0.31307, 0.34440, -0.44001], [1.26045, -1.05162, 0.72507], [0.82366, 0.26083, 0.81347], [2.87268, 0.94556, -0.28360], [-2.63172, 0.96413, 0.03426], [-1.32040, 1.32085, -0.24622], [2.50148, -1.24465, -0.02718], [-2.06963, -1.32661, -0.27907], [1.55863, 1.26116, 0.19089], [-0.76435, -0.94853, -0.60388], [-3.00875, -0.38367, 0.08163], [2.82703, -2.28975, -0.17114], [-3.35492, 1.69610, 0.31625], [-0.14897, 0.46140, 1.22666], [0.52254, -1.91539, 0.99062], [1.15473, 2.32095, 0.14632], [-0.10058, -1.77759, -0.73828], [3.50293, 1.83477, -0.46923], [-3.98221, -0.75754, 0.35589], [-2.40607, -2.35449, -0.21461], [-0.98280, 2.32468, -0.24262], [0.73483, 0.62758, -0.75171]], "de_lowest_kcal_mol": 194.1, "homo_energy_ev": -6.99, "total_charge": 0, "largest_force_ev_per_a": 9.2, "homo_lumo_gap_ev": 6.3, "total_energy_ev": -13067.46174, "spin_multiplicity": 1, "lumo_ha": -0.0263}



Record 4
{"formula": "C2H8S3", "method": "the ωB97M-V functional and the def2-TZVPD basis", "species": ["S", "S", "S", "C", "C", "H", "H", "H", "H", "H", "H", "H", "H"], "positions_angstrom": [[-1.89400, -1.29579, -1.37404], [0.94466, 1.53849, 0.51999], [-3.13707, -1.12926, 0.28709], [1.33812, 0.81102, -1.08209], [0.77348, 0.06624, 1.53177], [0.25660, 0.32026, 2.45733], [0.06331, -0.68360, 1.15847], [1.75585, -0.38564, 1.62594], [-2.10521, -1.06793, 1.15847], [-2.20180, -0.12110, -1.92542], [1.82513, -0.15234, -0.94046], [0.44359, 0.64791, -1.68872], [1.93734, 1.45173, -1.72833]], "de_lowest_kcal_mol": 10.1, "homo_energy_ev": -8.53, "total_charge": 0, "largest_force_ev_per_a": 0.9, "homo_lumo_gap_ev": 8.7, "total_energy_ev": -34708.95973, "spin_multiplicity": 1, "lumo_ha": 0.0081}



Record 5
{"formula": "C2H2Cl2N2S", "method": "the ωB97M-V functional and the def2-TZVPD basis", "species": ["Cl", "Cl", "S", "N", "N", "C", "C", "H", "H"], "positions_angstrom": [[1.14070, 0.37168, -1.72061], [-1.92092, -0.66446, 1.63289], [1.95894, 1.21776, 1.11624], [1.02579, -0.71840, -0.42405], [1.34958, -0.23306, 0.70306], [-1.64646, -0.15309, 0.10504], [-1.71246, 0.29864, -1.05365], [1.27212, -0.72736, 1.63205], [-1.46729, 0.60828, -1.99097]], "de_lowest_kcal_mol": 98.6, "homo_energy_ev": -9.18, "total_charge": 0, "largest_force_ev_per_a": 6.5, "homo_lumo_gap_ev": 8.5, "total_energy_ev": -40960.90393, "spin_multiplicity": 1, "lumo_ha": -0.0253}



Record 6
{"formula": "C6H14O", "method": "the ωB97M-V functional and the def2-TZVPD basis", "species": ["O", "C", "C", "C", "C", "C", "C", "H", "H", "H", "H", "H", "H", "H", "H", "H", "H", "H", "H", "H", "H"], "positions_angstrom": [[-2.41547, -4.14653, -0.12248], [2.10620, 0.20252, -2.31067], [1.07467, -2.01654, 0.80233], [2.04157, -0.90353, -1.27331], [3.08110, -1.96768, -1.60903], [0.00000, 0.00000, 0.00000], [1.15357, -0.93471, -0.26225], [-0.15290, 0.27354, 1.05755], [1.81052, -2.80659, 0.57659], [2.71937, -0.13119, -3.16465], [3.10659, -2.73119, -0.81341], [4.10744, -1.60027, -1.77707], [-2.40838, -3.31923, 0.41022], [-0.87534, -0.57593, -0.34452], [0.06917, 0.92535, -0.59628], [2.58483, 1.08737, -1.85838], [0.06447, -2.45856, 0.77537], [-2.11268, -4.84535, 0.50060], [1.26603, -1.63808, 1.82055], [1.11048, 0.49396, -2.68510], [2.71987, -2.43972, -2.53817]], "de_lowest_kcal_mol": 24.0, "homo_energy_ev": -8.56, "total_charge": 0, "largest_force_ev_per_a": 1.4, "homo_lumo_gap_ev": 9.3, "total_energy_ev": -8495.85215, "spin_multiplicity": 1, "lumo_ha": 0.0282}



Record 7
{"formula": "C4H12N4", "method": "the ωB97M-V functional and the def2-TZVPD basis", "species": ["N", "N", "N", "N", "C", "C", "C", "C", "H", "H", "H", "H", "H", "H", "H", "H", "H", "H", "H", "H"], "positions_angstrom": [[1.51770, -1.11926, -0.77060], [1.39484, -1.18053, 0.50037], [1.89623, 1.14735, -1.02064], [-1.22166, -0.40540, 0.00109], [-1.68438, 0.95897, 0.04046], [1.37116, 0.04362, -1.43063], [2.28031, 1.35583, 0.32075], [-2.27179, -1.36420, 0.25467], [3.20333, 1.93722, 0.35828], [-0.20663, -0.69611, 0.54246], [-2.75850, -1.22613, 1.23536], [-1.85509, -2.37048, 0.21159], [1.89238, -1.99992, 0.86284], [1.05457, -0.04545, -2.45860], [-3.05029, -1.27351, -0.50922], [-2.52754, 1.09109, -0.64571], [1.49426, 1.87668, 0.87758], [2.38281, 0.37551, 0.87258], [-2.03046, 1.27212, 1.03979], [-0.88126, 1.62260, -0.28241]], "de_lowest_kcal_mol": 97.0, "homo_energy_ev": -8.02, "total_charge": 0, "largest_force_ev_per_a": 4.6, "homo_lumo_gap_ev": 7.4, "total_energy_ev": -10299.06495, "spin_multiplicity": 1, "lumo_ha": -0.0244}